Here is 2 unconnected molecules or ions with the total composition C3H7ClS from the OMol25 dataset. Energies are from the ωB97M-V functional and the def2-TZVPD basis.

Positions of all 12 atoms, in Å:
C: -1.2804 -0.0594 1.1496
S: -1.7045 0.9232 -0.3115
Cl: -2.8254 2.3580 0.5731
H: -0.6361 -0.8537 0.8010
H: -0.7543 0.5591 1.8655
H: -2.1836 -0.4676 1.5860
C: 1.1623 -0.0053 -1.2709
C: 1.9656 -0.8161 -0.6113
H: 1.3021 1.0614 -1.2778
H: 0.3271 -0.3687 -1.8484
H: 1.8274 -1.8844 -0.6169
H: 2.7999 -0.4466 -0.0383

As for the HOMO-LUMO gap: 9.29 eV. For the max |F|, the calculation gives 0.583 eV Å⁻¹. The SMILES is CSCl.C=C. The calculation puts the relative energy (zero: lowest compared OMol25 entry of this formula, charge and spin) at 1.0025 eV. The lowest unoccupied orbital energy comes out at 0.43 eV. As for the spin multiplicity: 1.

Atomic partial charges in e from the Löwdin method, atoms 1 to 8: C -0.47; S 0.34; Cl 0.09; H 0.01; H 0.03; H 0.03; C -0.14; C -0.07